1.
The following is a quantum chemistry calculation of 11 unconnected molecules or ions with the total composition C3H30NO11, from the Open Molecules 2025 dataset.

Positions of all 45 atoms, in Å:
O (-1.0522, 0.2463, 1.5046)
C (-0.6284, -0.8422, 0.6977)
C (0.6771, -0.4514, 0.0314)
N (0.3208, 0.4005, -1.1690)
C (1.5018, 1.2194, -1.5620)
H (-1.1405, -0.0266, 2.4533)
H (-0.4964, -1.7789, 1.2449)
H (-1.5049, -0.9367, -0.0347)
H (1.2999, -1.3172, -0.1772)
H (1.2047, 0.0261, 0.8028)
H (-0.5620, 0.9463, -0.9736)
H (0.0280, -0.1810, -1.9626)
H (1.3842, 1.9543, -2.3584)
H (2.2314, 0.5922, -2.1024)
H (2.1838, 1.5367, -0.6993)
H (2.7430, -3.4663, 1.8594)
H (2.0911, -2.2316, 1.4796)
O (2.9415, -2.7051, 1.3347)
H (-2.5237, 0.8972, 0.5670)
H (-3.8918, 1.1086, 1.1357)
O (-3.3919, 1.2027, 0.3060)
H (-1.9602, -2.3449, -2.0057)
H (-0.4324, -2.6645, -2.0094)
O (-1.1102, -2.0633, -2.3925)
H (-3.2997, 1.5438, -2.5874)
H (-2.8166, 0.4489, -3.2234)
O (-2.4311, 1.0761, -2.5553)
H (-0.4053, 0.1115, 4.5076)
H (0.5492, 0.4874, 3.5833)
O (0.0479, -0.3428, 3.7721)
H (0.7488, 1.9694, 1.9436)
H (2.0511, 2.2864, 2.7340)
O (1.5065, 1.5995, 2.3922)
H (-1.6219, 3.0974, -0.5032)
H (-1.6381, 2.5061, -1.8744)
O (-1.0646, 3.0894, -1.3314)
H (1.6280, -2.8051, -0.8086)
H (1.4252, -4.3793, -0.9318)
O (1.0187, -3.4937, -1.0961)
H (-3.1638, 2.8396, 1.1487)
H (-2.3280, 3.5190, 2.2516)
O (-2.3074, 3.2544, 1.3105)
H (3.9708, -1.4868, -2.2393)
H (4.4704, -2.3319, -0.9445)
O (3.7471, -2.1099, -1.5183)

The energy above the lowest of the compared OMol25 structures with the same formula, charge and spin is 2.418 eV. As for the net charge: +1. Its multiplicity is 1. For the HOMO energy, the calculation gives -13.822 eV. For the HOMO-LUMO gap, the calculation gives 11.3 eV. The total energy comes out at -1014.42237 Ha.

Here are the Löwdin charges for atoms 1 to 8, given in e: -0.125 -0.202 -0.115 0.050 -0.013 0.086 0.136 0.134



2.
The following is a quantum chemistry calculation of a molecular structure, C26H53N12STm, from the Open Molecules 2025 dataset.

Positions of all 93 atoms, in Å:
Tm (0.3357, -0.0774, 0.4029)
C (-3.9127, -3.0044, 0.6497)
N (-2.7222, -2.3413, 1.1619)
C (-1.4693, -2.9865, 0.8669)
C (-2.7683, -1.1487, 1.7933)
N (-1.7566, -0.3052, 1.6932)
C (-1.7617, 0.8100, 2.6491)
C (-0.3452, 1.2266, 3.0413)
N (0.4520, 1.6882, 1.8796)
C (-0.0285, 2.9727, 1.3153)
C (-0.1444, 2.9206, -0.2170)
N (-0.8826, 1.7343, -0.6755)
C (-1.9566, 1.8457, -1.4097)
N (-2.6909, 2.9668, -1.6242)
C (-3.3675, 3.2230, -2.8929)
C (-2.9874, 3.9444, -0.5881)
N (-2.3682, 0.7223, -2.0859)
C (-3.7656, 0.3057, -2.0274)
C (-1.4348, -0.3541, -2.3116)
C (1.8923, 1.7220, 2.2294)
C (2.7904, 2.0078, 1.0258)
N (2.4382, 1.1881, -0.1453)
C (3.2978, 1.1441, -1.1288)
N (4.3673, 1.9602, -1.2949)
C (4.3622, 3.3821, -0.9724)
C (5.5837, 1.4983, -1.9620)
N (3.1621, 0.1789, -2.1143)
C (2.5666, -1.0902, -1.8043)
C (2.9424, 0.6569, -3.4753)
N (-3.8896, -0.8833, 2.5161)
C (-4.6025, 0.3809, 2.4404)
C (-4.5691, -1.9208, 3.2826)
H (-3.7200, -3.3368, -0.3718)
H (-4.7561, -2.3179, 0.6287)
H (-4.1800, -3.8813, 1.2430)
H (-1.6099, -4.0642, 0.8843)
H (-0.7306, -2.7460, 1.6220)
H (-1.0791, -2.7288, -0.1357)
H (-2.2792, 0.5207, 3.5666)
H (-2.2941, 1.6721, 2.2349)
H (0.1631, 0.3571, 3.4655)
H (-0.4008, 2.0047, 3.8095)
H (0.6433, 3.7892, 1.5913)
H (-1.0001, 3.2045, 1.7492)
H (0.8568, 2.8379, -0.6387)
H (-0.5671, 3.8543, -0.5812)
H (-3.0663, 2.4938, -3.6369)
H (-3.0849, 4.2173, -3.2434)
H (-4.4538, 3.1995, -2.7811)
H (-2.6861, 3.5687, 0.3869)
H (-4.0650, 4.1191, -0.5712)
H (-2.5017, 4.9044, -0.7779)
H (-4.3980, 1.1293, -1.7090)
H (-3.8837, -0.5160, -1.3118)
H (-4.1028, -0.0362, -3.0066)
H (-0.4662, 0.0509, -2.6055)
H (-1.8084, -0.9734, -3.1259)
H (-1.3225, -1.0161, -1.4283)
H (2.1663, 0.7547, 2.6535)
H (2.0800, 2.4888, 2.9883)
H (3.8188, 1.7863, 1.3236)
H (2.7366, 3.0744, 0.8021)
H (3.3536, 3.7873, -1.0278)
H (4.9671, 3.9007, -1.7147)
H (4.7886, 3.5929, 0.0102)
H (5.5858, 0.4167, -2.0327)
H (6.4420, 1.8135, -1.3677)
H (5.6861, 1.9213, -2.9642)
H (3.0323, -1.5212, -0.9191)
H (2.7355, -1.7591, -2.6463)
H (1.4600, -1.0461, -1.6514)
H (3.3740, 1.6465, -3.6016)
H (1.8698, 0.7226, -3.6993)
H (3.4055, -0.0170, -4.1960)
H (-4.1395, 1.0379, 1.7074)
H (-4.6362, 0.8832, 3.4098)
H (-5.6320, 0.1931, 2.1252)
H (-3.9092, -2.7701, 3.4383)
H (-5.4913, -2.2611, 2.8052)
H (-4.8326, -1.5077, 4.2575)
C (4.8246, -4.9311, -0.7596)
C (3.6013, -4.7454, 0.0781)
C (2.8401, -5.8216, 0.5243)
C (1.6962, -5.5256, 1.2385)
N (1.3481, -4.2773, 1.5505)
C (2.1678, -3.3169, 1.1336)
S (1.8832, -1.6690, 1.7109)
N (3.2480, -3.4922, 0.3805)
H (5.0533, -5.9851, -0.8973)
H (5.6734, -4.4378, -0.2862)
H (4.6832, -4.4658, -1.7360)
H (3.1232, -6.8409, 0.3056)
H (1.0227, -6.3037, 1.5820)

As for the net charge: +2. Its multiplicity is 3. For the HOMO energy (spin up / spin down), the calculation gives -13.097 / -13.096 eV. For the HOMO-LUMO gap (spin up / spin down), the calculation gives 8.7 / 8.6 eV. The total energy comes out at -3162.57956 Ha.

Here are the Löwdin charges for atoms 1 to 8, given in e: 1.260 -0.038 -0.141 -0.076 -0.390 -0.010 -0.213 -0.159



3.
The following is a quantum chemistry calculation of 4 unconnected molecules or ions with the total composition C31H33F29O7SSi, from the Open Molecules 2025 dataset.

Positions of all 102 atoms, in Å:
C (5.0596, -0.0544, 3.8246)
Si (3.8186, 1.3421, 3.3439)
C (2.8241, 1.9924, 4.8831)
C (2.6098, 0.8638, 1.9395)
C (1.5585, -0.2946, 2.3093)
C (0.8443, -0.9024, 1.0053)
F (1.8416, -1.7480, 0.3756)
F (-0.2872, -1.7292, 1.3275)
C (0.4096, 0.1837, -0.0905)
O (1.1013, -0.1781, -1.3402)
S (0.2899, 0.6434, -2.5822)
O (1.0094, 1.7660, -3.2641)
O (-0.2550, -0.3763, -3.5657)
O (-1.1133, 1.0607, -1.7099)
C (-1.1833, 0.3428, -0.4239)
C (-1.6680, 1.2051, 0.8597)
C (-2.1547, 2.6927, 0.5003)
C (-1.0534, 3.8227, 0.8385)
F (-0.6231, 3.7933, 2.1933)
F (-1.6403, 5.1149, 0.5717)
F (0.1083, 3.7428, 0.0258)
C (4.8939, 2.8006, 2.6393)
C (4.0527, 3.9803, 2.0045)
C (4.7088, 5.2183, 1.3456)
C (6.2866, 5.2412, 1.3325)
C (7.1250, 4.0822, 1.9841)
C (6.4445, 2.8274, 2.6491)
H (5.8853, 0.3811, 4.5091)
H (4.5362, -0.8969, 4.4114)
H (5.5829, -0.4359, 2.8774)
H (2.5900, 3.1201, 4.7556)
H (1.8730, 1.3781, 5.0402)
H (3.4940, 1.9414, 5.8276)
H (3.1241, 0.5951, 0.9386)
H (1.9795, 1.8135, 1.7144)
H (2.1791, -1.1662, 2.7559)
H (0.7928, -0.0168, 3.1100)
H (0.7104, 1.2791, 0.0347)
H (-1.6970, -0.6668, -0.6166)
H (-0.8097, 1.3113, 1.6308)
H (-2.4923, 0.6226, 1.3978)
H (-2.5606, 2.8276, -0.5572)
H (-3.0390, 2.9241, 1.2126)
H (2.8995, 3.9173, 2.0037)
H (4.0586, 6.0232, 0.8737)
H (6.7655, 6.1511, 0.8273)
H (8.2725, 4.1531, 1.9283)
H (7.0194, 1.9648, 3.1163)
C (-3.9880, 7.9395, 3.1608)
C (-2.6796, 7.3112, 3.6852)
C (-2.5807, 5.7895, 3.5764)
F (-3.5286, 5.1566, 4.2957)
F (-1.3866, 5.3603, 4.0589)
F (-2.4727, 7.7225, 4.9598)
F (-1.6613, 7.8465, 2.9491)
O (-4.9897, 8.2571, 4.1357)
C (-5.8773, 7.2229, 4.5101)
C (-5.7612, 6.8595, 5.9942)
F (-4.5171, 6.4362, 6.3065)
F (-6.6080, 5.8488, 6.3100)
F (-5.7107, 6.1640, 3.6946)
F (-7.1212, 7.6938, 4.2591)
H (-3.7087, 8.9120, 2.7446)
H (-4.4053, 7.3884, 2.3135)
H (-2.6559, 5.4632, 2.5362)
H (-5.9945, 7.7191, 6.6263)
C (3.1250, -4.2112, -5.3520)
C (2.6076, -5.4113, -4.5356)
C (1.7908, -6.4326, -5.3237)
F (0.6684, -5.8992, -5.8421)
F (1.3882, -7.4488, -4.5193)
F (1.9140, -4.9557, -3.4642)
F (3.7027, -6.0503, -4.0265)
O (2.3542, -3.0104, -5.2739)
C (1.2632, -2.9163, -6.1680)
C (-0.0838, -2.8301, -5.4448)
F (-0.3033, -3.9211, -4.6671)
F (-1.1066, -2.7723, -6.3343)
F (1.3187, -3.9297, -7.0554)
F (1.4644, -1.7853, -6.8822)
H (4.0902, -3.9392, -4.9144)
H (3.3592, -4.4788, -6.3862)
H (2.3789, -6.8683, -6.1366)
H (-0.1309, -1.9470, -4.8043)
C (-1.6292, -8.1521, -2.9950)
C (-2.4295, -7.8408, -4.2782)
C (-2.5657, -6.3545, -4.6241)
F (-3.2233, -5.6645, -3.6719)
F (-3.2794, -6.1984, -5.7697)
F (-3.6453, -8.4365, -4.1985)
F (-1.7801, -8.4552, -5.3114)
O (-2.3939, -8.3967, -1.8066)
C (-2.7894, -7.2706, -1.0501)
C (-4.3126, -7.1202, -0.9759)
F (-4.8584, -6.9753, -2.2026)
F (-4.6537, -6.0168, -0.2644)
F (-2.1747, -6.1692, -1.5196)
F (-2.2968, -7.4696, 0.1957)
H (-1.1138, -9.0997, -3.1781)
H (-0.8243, -7.4325, -2.8219)
H (-1.5870, -5.8924, -4.7780)
H (-4.7689, -7.9931, -0.5039)

The structure (SMILES) is C[Si](C)(CCC(F)(F)[C@H]1OS(=O)(=O)O[C@@H]1CCC(F)(F)F)c1ccccc1.FC(F)C(F)(F)COC(F)(F)C(F)F.FC(F)C(F)(F)COC(F)(F)C(F)F.FC(F)C(F)(F)COC(F)(F)C(F)F. The energy above the lowest of the compared OMol25 structures with the same formula, charge and spin is 8.489 eV. Its multiplicity is 1. For the HOMO energy, the calculation gives -8.877 eV. For the HOMO-LUMO gap, the calculation gives 8.9 eV. The total energy comes out at -5311.29932 Ha.

Here are the Löwdin charges for atoms 1 to 8, given in e: -0.218 0.559 -0.195 -0.251 -0.133 -0.303 0.023 0.031